No. 1
{
  "formula": "C28H27HfIN7S",
  "method": "ωB97M-V/def2-TZVPD",
  "species": ["Hf", "C", "C", "N", "C", "S", "N", "N", "C", "C", "C", "C", "C", "C", "C", "N", "H", "H", "H", "H", "H", "H", "H", "H", "H", "H", "H", "H", "H", "C", "C", "C", "C", "C", "C", "C", "C", "C", "C", "C", "C", "C", "C", "C", "N", "H", "H", "H", "H", "H", "H", "H", "H", "H", "H", "N", "C", "C", "C", "N", "H", "H", "H", "H", "I"],
  "coordinates": [[0.43727, 0.28331, 0.04274], [-5.22684, -2.72826, 2.08594], [-4.43888, -1.64080, 1.38225], [-3.25110, -1.32781, 2.16352], [-2.19592, -0.60741, 1.77506], [-2.20276, 0.07110, 0.18188], [-1.25188, -0.46008, 2.70719], [-0.17860, 0.25175, 2.25724], [0.69284, 0.60920, 3.14615], [0.57777, 0.30436, 4.60050], [1.83368, 1.43218, 2.67258], [2.84050, 1.85975, 3.52260], [3.83392, 2.68645, 3.01475], [3.79847, 3.05846, 1.68253], [2.78815, 2.55363, 0.88452], [1.82439, 1.76626, 1.36692], [-6.12701, -2.97352, 1.52476], [-4.63208, -3.63637, 2.18838], [-5.54317, -2.41045, 3.08110], [-4.12101, -1.96507, 0.39049], [-5.04576, -0.74124, 1.25172], [-3.20063, -1.64923, 3.11972], [-0.37164, -0.16600, 4.82451], [1.38456, -0.36687, 4.90621], [0.68102, 1.22358, 5.18012], [2.85083, 1.55368, 4.55697], [4.62801, 3.03642, 3.66026], [4.55079, 3.70100, 1.24926], [2.74782, 2.76559, -0.17556], [-0.24052, -4.19526, 0.70049], [-0.62302, -4.59880, -0.57229], [-0.67927, -3.66692, -1.59351], [-0.34626, -2.33361, -1.34331], [0.04406, -1.90598, -0.06071], [0.08243, -2.86922, 0.94716], [-0.38816, -1.33693, -2.43049], [-0.91309, -1.64813, -3.71723], [-0.88458, -0.72520, -4.70426], [-0.24194, 0.52122, -4.49084], [-0.06702, 1.46580, -5.52625], [0.65687, 2.60443, -5.30788], [1.24764, 2.82037, -4.04763], [1.06538, 1.92750, -3.02591], [0.28361, 0.77412, -3.21924], [0.09311, -0.12219, -2.17246], [-0.18854, -4.92207, 1.50172], [-0.86771, -5.63388, -0.76731], [-0.96801, -4.00556, -2.57804], [0.37076, -2.58407, 1.95368], [-1.35847, -2.61328, -3.89205], [-1.30595, -0.93781, -5.67914], [-0.49556, 1.25792, -6.49825], [0.80190, 3.32045, -6.10464], [1.86552, 3.69397, -3.88757], [1.55919, 2.09841, -2.07894], [-0.39176, 3.51256, 0.57637], [-1.22494, 4.51855, 0.28098], [-1.84908, 4.19708, -0.90420], [-1.31554, 2.95762, -1.25669], [-0.42771, 2.53978, -0.35687], [0.21702, 3.40199, 1.36766], [-1.30674, 5.37421, 0.92936], [-2.58204, 4.77655, -1.43468], [-1.54299, 2.33286, -2.10417], [3.10394, -0.51410, -0.55777]],
  "forces_ev_per_angstrom": [[0.2, 0.7, 0.0], [-0.1, 0.0, 0.0], [0.1, 0.0, 0.0], [0.2, 0.1, 0.1], [-0.2, -0.1, 0.1], [0.1, 0.1, 0.1], [0.1, 0.3, -0.6], [-0.1, -0.4, 0.4], [0.2, 0.2, 0.0], [0.1, 0.0, 0.0], [-0.3, -0.2, -0.1], [0.1, 0.1, -0.1], [-0.1, -0.1, 0.1], [0.0, 0.0, -0.2], [0.0, 0.0, 0.2], [-0.1, -0.2, 0.1], [0.0, 0.0, 0.0], [0.0, 0.0, 0.0], [0.0, 0.0, 0.0], [0.0, 0.0, 0.0], [0.0, 0.0, 0.0], [-0.1, 0.0, 0.0], [0.0, 0.0, 0.0], [0.0, 0.0, 0.0], [0.0, 0.0, 0.0], [0.0, 0.0, 0.0], [0.0, 0.0, 0.0], [0.0, 0.0, 0.0], [0.0, 0.0, 0.0], [0.0, 0.0, 0.0], [0.0, 0.1, 0.0], [0.0, -0.1, 0.1], [-0.2, 0.0, -0.2], [0.0, -0.1, 0.0], [0.0, 0.1, 0.0], [-0.1, -0.3, 0.1], [0.0, 0.0, 0.1], [0.0, 0.1, -0.1], [-0.1, 0.0, -0.3], [0.0, 0.0, 0.1], [0.0, 0.0, 0.1], [0.0, 0.0, -0.1], [0.0, 0.1, 0.0], [0.1, -0.2, 0.4], [0.1, 0.2, -0.3], [0.0, 0.0, 0.0], [0.0, 0.0, 0.0], [0.0, 0.0, 0.0], [0.0, 0.0, 0.0], [0.0, 0.0, 0.0], [0.0, 0.0, 0.0], [0.0, 0.0, 0.0], [0.0, 0.0, 0.0], [0.0, 0.0, 0.0], [0.0, -0.1, 0.0], [0.0, -0.2, -0.1], [0.0, 0.0, 0.1], [0.1, 0.0, 0.0], [0.0, -0.1, 0.0], [0.1, -0.1, -0.1], [0.0, 0.1, 0.1], [0.0, 0.0, 0.0], [0.0, 0.0, 0.0], [-0.1, 0.1, 0.0], [-0.1, 0.0, 0.0]],
  "homo_lumo_gap_ev": 6.86,
  "de_lowest_kj_mol": 15.7,
  "e_lumo_ev": -3.7,
  "charge": 1
}


No. 2
{
  "formula": "C4H8O2S",
  "method": "ωB97M-V/def2-TZVPD",
  "species": ["C", "C", "C", "C", "H", "H", "H", "H", "H", "H", "H", "H", "O", "O", "S"],
  "coordinates": [[2.58053, -0.04910, -0.38182], [1.30050, -0.08354, 0.41485], [-0.64040, 1.36746, 0.25321], [-0.81962, -1.21084, 0.39839], [3.00161, 0.85275, 0.18160], [2.55382, 0.31348, -1.44776], [3.13063, -1.06362, -0.45332], [1.25319, -0.43193, 1.48104], [-0.88388, 2.33399, -0.43361], [-0.67035, 1.51552, 1.33093], [-1.53290, -2.06915, 0.18836], [-0.81370, -1.00999, 1.48070], [0.76712, 1.04859, 0.07686], [0.50405, -1.20439, -0.19023], [-1.92087, 0.04134, -0.34555]],
  "forces_ev_per_angstrom": [[2.1, -0.1, 0.6], [-0.8, -5.1, -1.8], [-0.4, 1.1, -1.8], [-0.8, -0.5, -1.0], [1.0, -1.6, -0.8], [-1.0, -0.4, 1.2], [-0.5, 1.9, 0.9], [0.8, 1.0, -0.3], [0.9, -2.3, 2.1], [-1.1, 0.3, 0.0], [2.1, 0.0, 0.3], [0.3, -0.2, -0.2], [-3.3, 4.3, -1.2], [-1.7, -0.2, 1.1], [2.4, 1.8, 0.9]],
  "smiles": "CC1OCSCO1",
  "homo_lumo_gap_ev": 9.98,
  "de_lowest_kj_mol": 311.0,
  "e_lumo_ev": 0.8,
  "charge": 0
}


No. 3
{
  "formula": "C32H41Cl3IN8O5PRbS2",
  "method": "ωB97M-V/def2-TZVPD",
  "species": ["Rb", "C", "C", "N", "N", "C", "N", "S", "C", "C", "C", "C", "C", "N", "H", "H", "H", "H", "H", "H", "H", "H", "H", "H", "C", "C", "C", "C", "C", "C", "C", "S", "O", "O", "N", "C", "C", "O", "O", "H", "H", "H", "H", "H", "H", "H", "H", "H", "I", "C", "C", "C", "C", "N", "C", "H", "H", "H", "H", "Cl", "C", "Cl", "Cl", "C", "N", "C", "C", "C", "C", "C", "N", "H", "H", "H", "H", "H", "H", "H", "H", "H", "C", "P", "C", "C", "O", "H", "H", "H", "H", "H", "H", "H", "H", "H"],
  "coordinates": [[0.23645, -0.42298, -0.81208], [0.11942, 3.34864, -5.44069], [0.27631, 2.88701, -4.02066], [-0.64262, 2.92713, -3.13936], [-1.87265, 3.33317, -3.60897], [-2.83786, 3.82872, -2.79291], [-4.08083, 3.79751, -3.38182], [-2.57774, 4.47581, -1.29904], [1.54910, 2.19964, -3.63235], [2.76974, 2.85391, -3.55094], [3.88080, 2.11130, -3.17475], [3.74595, 0.74907, -2.95984], [2.49260, 0.17440, -3.11625], [1.40892, 0.89318, -3.41507], [-0.41175, 4.30168, -5.48580], [-0.44301, 2.61293, -6.02549], [1.09346, 3.45155, -5.91372], [-2.11050, 3.11739, -4.56667], [-4.30686, 2.99894, -3.95629], [-4.81870, 4.10617, -2.77110], [2.83641, 3.91943, -3.73246], [4.83991, 2.59469, -3.03922], [4.57916, 0.14042, -2.64185], [2.31888, -0.89407, -2.99735], [5.24933, -1.91495, 6.27159], [4.72259, -1.53032, 4.91464], [3.40676, -1.11123, 4.74790], [2.90969, -0.79142, 3.49225], [3.73062, -0.88657, 2.37818], [5.05337, -1.27994, 2.53085], [5.53869, -1.60120, 3.78896], [3.07911, -0.57320, 0.73958], [4.18511, 0.05951, 0.03034], [1.92504, 0.29279, 1.00576], [2.56394, -1.89060, 0.16542], [3.33203, -2.70814, -0.75057], [2.49663, -3.23631, -1.94930], [3.01186, -4.16433, -2.59094], [1.39228, -2.66108, -2.18364], [4.61269, -1.52479, 7.06622], [6.25954, -1.53365, 6.42933], [5.28954, -3.00131, 6.38371], [2.76278, -1.01992, 5.61640], [1.89270, -0.44029, 3.37031], [5.69384, -1.32149, 1.65918], [6.57424, -1.90584, 3.90073], [3.75548, -3.58731, -0.25256], [4.17786, -2.15826, -1.18255], [-5.67660, -0.74566, -1.90859], [-3.77946, -1.25695, -2.61090], [-3.35891, -2.57459, -2.62317], [-2.06757, -2.83387, -3.04414], [-1.25941, -1.77589, -3.43755], [-1.67768, -0.50882, -3.44165], [-2.91370, -0.25874, -3.02291], [-4.00824, -3.36832, -2.27944], [-1.66006, -3.83581, -3.03319], [-0.22739, -1.96418, -3.71086], [-3.21261, 0.78287, -2.97654], [0.71834, 2.76049, -0.38579], [1.30029, 3.28013, 1.18883], [0.83632, 4.99740, 1.42340], [3.04637, 3.13252, 1.34140], [0.61996, 2.53198, 2.25614], [0.05611, 2.02025, 3.11324], [-5.05141, 2.20152, 1.14795], [-3.89101, 1.67392, 1.99811], [-4.31171, 0.41174, 2.76234], [-3.39616, 2.75674, 2.96488], [-2.77447, 1.32992, 1.10503], [-1.88172, 1.09607, 0.42516], [-5.85749, 2.52275, 1.81191], [-5.43115, 1.42384, 0.48424], [-4.73141, 3.04924, 0.54170], [-5.23014, 0.61654, 3.31621], [-3.53767, 0.11708, 3.47194], [-4.48868, -0.41578, 2.07398], [-4.18893, 2.98807, 3.68002], [-3.13754, 3.66751, 2.42315], [-2.51423, 2.41909, 3.50905], [-0.04353, -3.64273, 0.51800], [-1.53248, -2.86526, 1.12134], [-1.05181, -2.04467, 2.65833], [-2.60904, -4.23108, 1.63203], [-2.20555, -1.94552, 0.15758], [0.18696, -4.51763, 1.13036], [0.81150, -2.95284, 0.55526], [-0.16997, -3.93820, -0.52492], [-0.42455, -2.69509, 3.27005], [-1.94179, -1.75867, 3.22064], [-0.48684, -1.14171, 2.41356], [-2.14826, -4.82543, 2.42196], [-2.79830, -4.87070, 0.76919], [-3.55866, -3.82731, 1.98556]],
  "forces_ev_per_angstrom": [[-0.7, -0.4, -0.8], [0.0, 0.0, 0.0], [0.1, -0.2, 0.0], [0.0, 0.1, 0.0], [-0.1, 0.1, 0.1], [0.0, -0.1, 0.0], [0.0, 0.0, 0.0], [0.0, 0.0, 0.0], [-0.1, 0.0, 0.0], [0.0, 0.0, 0.0], [0.0, 0.0, 0.0], [0.0, 0.1, 0.0], [0.0, 0.1, -0.1], [0.0, -0.1, -0.1], [0.0, 0.0, 0.0], [0.0, 0.0, 0.0], [0.0, 0.0, 0.0], [0.0, 0.0, 0.0], [0.0, 0.0, 0.0], [0.0, 0.0, 0.0], [0.0, 0.0, 0.0], [0.0, 0.0, 0.0], [0.0, 0.0, 0.0], [0.1, 0.1, 0.1], [0.0, 0.0, 0.0], [0.0, 0.0, 0.0], [0.0, 0.0, 0.0], [0.0, 0.0, 0.0], [0.0, 0.0, 0.0], [0.0, 0.0, 0.0], [0.0, 0.0, 0.0], [0.3, -0.1, 0.1], [0.0, 0.0, 0.0], [0.4, 0.2, 0.6], [0.0, 0.1, 0.0], [0.0, 0.0, 0.0], [0.0, 0.0, 0.0], [0.0, 0.0, 0.0], [0.0, 0.0, -0.1], [0.0, 0.0, 0.0], [0.0, 0.0, 0.0], [0.0, 0.0, 0.0], [0.0, 0.0, 0.0], [0.0, 0.0, 0.0], [0.0, 0.0, 0.0], [0.0, 0.0, 0.0], [0.0, 0.0, 0.0], [0.0, 0.0, 0.0], [0.0, 0.0, 0.0], [0.0, 0.0, 0.0], [0.0, 0.0, 0.0], [0.0, 0.0, 0.0], [0.0, 0.0, -0.1], [-0.1, 0.0, 0.0], [0.0, 0.0, 0.1], [0.0, 0.0, 0.0], [0.0, 0.0, 0.0], [0.0, 0.0, 0.0], [0.0, 0.0, 0.0], [0.1, 0.4, 0.0], [-0.1, 0.0, 0.0], [0.0, 0.0, 0.0], [0.0, 0.0, 0.0], [0.1, -0.1, -0.1], [0.0, 0.0, 0.0], [0.0, 0.0, 0.0], [0.0, 0.0, 0.0], [0.0, 0.0, 0.0], [0.0, 0.0, 0.0], [0.1, 0.1, 0.0], [-0.2, 0.0, 0.0], [0.0, 0.0, 0.0], [0.0, 0.0, 0.0], [0.0, 0.0, 0.0], [0.0, 0.0, 0.0], [0.0, 0.0, 0.0], [0.0, 0.0, 0.0], [0.0, 0.0, 0.0], [0.0, 0.0, 0.0], [0.0, 0.0, 0.0], [0.0, -0.1, 0.0], [0.0, -0.1, 0.1], [0.0, 0.0, 0.0], [-0.1, 0.1, 0.0], [0.0, -0.1, 0.0], [0.0, 0.0, 0.0], [0.0, -0.1, 0.0], [0.0, 0.0, 0.0], [0.0, 0.0, 0.0], [0.0, 0.0, 0.0], [0.0, 0.0, 0.0], [0.0, 0.0, 0.0], [0.0, 0.0, 0.0], [0.0, 0.0, 0.0]],
  "homo_lumo_gap_ev": 6.44,
  "de_lowest_kj_mol": 70.5,
  "e_lumo_ev": 1.7,
  "charge": -1
}